P:
Entry from the OMol25 dataset: a structure of composition C31H36BF4HgN10O2P2S2Se (the ωB97M-V functional and the def2-TZVPD basis).

HOMO-LUMO gap (spin up / spin down): 0.1789 / 0.2896 hartree
spin multiplicity: 2
HOMO energy (spin up / spin down): -5.12 / -8.05 eV

Last column: Löwdin charge in e.
Cartesian coordinates (Å):
Hg  -0.225  -0.615  0.453  0.98
Se  -5.869  2.088  5.463  1.06
N  -4.125  2.429  5.313  -0.24
C  -3.673  1.667  4.354  -0.35
C  -2.284  1.642  3.931  -0.11
C  -1.327  2.438  4.524  -0.02
C  -0.015  2.395  4.063  -0.06
C  0.284  1.534  3.016  -0.17
N  -0.598  0.738  2.429  0.00
C  -1.906  0.774  2.852  -0.18
C  -2.857  -0.038  2.200  -0.17
N  -2.463  -0.810  1.129  -0.02
C  -3.353  -1.593  0.543  -0.20
C  -4.674  -1.714  0.935  -0.08
C  -5.114  -0.918  1.996  -0.02
C  -4.231  -0.069  2.623  -0.11
C  -4.645  0.808  3.706  -0.34
N  -5.870  0.881  4.149  -0.24
H  -1.625  3.084  5.341  0.11
H  0.761  3.016  4.490  0.10
H  1.296  1.486  2.645  0.08
H  -2.996  -2.152  -0.313  0.08
H  -5.338  -2.394  0.417  0.09
H  -6.143  -0.942  2.334  0.11
N  3.031  -0.070  2.103  0.10
C  2.451  -1.226  2.501  -0.68
N  1.391  -1.768  1.962  0.03
C  1.056  -2.958  2.611  -0.32
C  1.834  -3.252  3.678  -0.36
S  3.067  -2.075  3.884  1.09
C  0.015  -3.880  2.125  -0.33
C  -0.334  -5.013  2.781  -0.37
S  -1.448  -5.937  1.856  1.05
C  -1.360  -4.725  0.614  -0.71
N  -0.595  -3.712  0.890  0.07
N  -1.985  -4.933  -0.586  0.09
H  2.849  0.200  1.148  0.06
H  3.990  0.071  2.371  0.10
H  1.774  -4.103  4.339  0.07
H  -0.003  -5.367  3.745  0.07
H  -2.777  -5.551  -0.616  0.09
H  -2.002  -4.156  -1.218  0.07
C  -2.095  2.379  -3.046  -0.30
P  -2.134  0.704  -2.283  0.83
C  -3.863  0.220  -2.702  -0.30
C  -1.232  -0.231  -3.612  -0.43
C  -0.645  -1.583  -3.150  -0.42
P  0.767  -1.444  -1.938  0.84
C  1.948  -0.659  -3.102  -0.24
C  1.358  -3.169  -1.912  -0.25
H  -2.731  3.058  -2.476  0.04
H  -2.443  2.338  -4.080  0.04
H  -1.075  2.770  -3.025  0.03
H  -4.136  0.571  -3.699  0.04
H  -4.550  0.643  -1.967  0.04
H  -3.960  -0.866  -2.665  0.03
H  -0.430  0.411  -3.985  0.06
H  -1.931  -0.390  -4.435  0.08
H  -0.253  -2.125  -4.014  0.08
H  -1.445  -2.194  -2.724  0.06
H  1.812  -1.116  -4.083  0.06
H  2.966  -0.830  -2.762  0.04
H  1.779  0.414  -3.178  0.03
H  1.612  -3.486  -2.925  0.05
H  0.594  -3.822  -1.497  0.01
H  2.246  -3.216  -1.281  0.05
O  6.456  2.305  -2.721  -0.02
C  5.341  2.994  -3.207  -0.24
N  4.202  2.835  -2.306  0.11
C  3.155  3.672  -2.346  -0.46
O  3.065  4.611  -3.126  0.06
C  2.032  3.379  -1.387  -0.10
C  1.222  4.425  -0.969  0.01
C  0.117  4.148  -0.183  -0.03
C  -0.169  2.828  0.121  -0.16
N  0.605  1.812  -0.268  0.02
C  1.691  2.090  -0.991  -0.09
H  6.221  1.384  -2.543  0.08
H  5.052  2.659  -4.208  0.13
H  5.599  4.048  -3.268  0.13
H  4.303  2.154  -1.563  0.12
H  1.462  5.434  -1.281  0.13
H  -0.532  4.937  0.174  0.11
H  -1.062  2.568  0.678  0.10
H  2.292  1.239  -1.287  0.08
F  5.128  -0.698  -1.613  0.10
B  4.590  -0.656  -0.308  -1.21
F  5.258  -1.497  0.567  0.14
F  4.651  0.702  0.163  0.06
F  3.199  -1.030  -0.368  0.02

***

Q:
Entry from the OMol25 dataset: a structure of composition C31H36BF4HgN10O2P2S2Se (the ωB97M-V functional and the def2-TZVPD basis).

HOMO-LUMO gap (spin up / spin down): 0.1721 / 0.2945 hartree
spin multiplicity: 2
HOMO energy (spin up / spin down): -4.85 / -8.15 eV

Last column: Löwdin charge in e.
Cartesian coordinates (Å):
Hg  0.431  0.598  0.329  0.94
Se  -3.439  4.436  -5.511  1.05
N  -3.659  2.859  -4.714  -0.26
C  -2.700  2.706  -3.814  -0.34
C  -2.569  1.553  -2.976  -0.10
C  -3.432  0.471  -3.081  0.00
C  -3.276  -0.605  -2.223  -0.05
C  -2.263  -0.550  -1.274  -0.17
N  -1.418  0.459  -1.140  0.00
C  -1.522  1.523  -1.996  -0.17
C  -0.613  2.600  -1.887  -0.18
N  0.370  2.547  -0.942  -0.02
C  1.226  3.544  -0.846  -0.18
C  1.201  4.675  -1.653  -0.07
C  0.194  4.782  -2.602  -0.01
C  -0.721  3.749  -2.742  -0.11
C  -1.779  3.795  -3.705  -0.34
N  -2.002  4.811  -4.526  -0.26
H  -4.216  0.492  -3.823  0.11
H  -3.923  -1.466  -2.274  0.10
H  -2.155  -1.362  -0.572  0.09
H  1.971  3.444  -0.067  0.09
H  1.950  5.443  -1.537  0.09
H  0.089  5.655  -3.228  0.11
N  -3.192  1.361  1.236  0.13
C  -2.323  2.169  1.866  -0.69
N  -1.033  2.057  1.838  0.03
C  -0.422  2.954  2.676  -0.35
C  -1.272  3.782  3.350  -0.35
S  -2.910  3.436  2.936  1.06
C  1.016  2.962  2.792  -0.34
C  1.730  3.813  3.584  -0.35
S  3.424  3.530  3.433  1.06
C  3.043  2.249  2.293  -0.71
N  1.779  2.080  2.071  0.04
N  4.023  1.486  1.764  0.10
H  -2.804  0.804  0.484  0.06
H  -4.132  1.695  1.113  0.10
H  -1.046  4.552  4.059  0.07
H  1.376  4.575  4.244  0.07
H  4.962  1.848  1.778  0.11
H  3.741  0.951  0.953  0.02
C  2.626  -1.335  3.122  -0.26
P  2.076  -1.476  1.373  0.84
C  1.636  -3.256  1.428  -0.24
C  3.712  -1.585  0.488  -0.40
C  3.599  -1.245  -0.999  -0.40
P  2.661  0.309  -1.379  0.83
C  2.235  -0.013  -3.124  -0.23
C  4.004  1.550  -1.689  -0.27
H  1.747  -1.504  3.742  0.03
H  3.022  -0.351  3.349  0.01
H  3.374  -2.094  3.344  0.05
H  2.473  -3.812  1.851  0.05
H  1.411  -3.629  0.434  0.04
H  0.763  -3.391  2.064  0.04
H  4.086  -2.608  0.596  0.09
H  4.430  -0.929  0.988  0.06
H  3.036  -2.030  -1.507  0.06
H  4.596  -1.187  -1.453  0.09
H  3.151  -0.224  -3.681  0.06
H  1.740  0.865  -3.541  0.05
H  1.558  -0.861  -3.186  0.03
H  4.879  1.057  -2.113  0.04
H  4.290  2.095  -0.791  0.01
H  3.617  2.263  -2.417  0.04
O  -3.657  -5.216  -1.738  -0.02
C  -3.181  -5.678  -0.517  -0.25
N  -2.624  -4.595  0.259  0.11
C  -2.916  -4.345  1.546  -0.44
O  -3.650  -5.043  2.221  0.06
C  -2.301  -3.093  2.118  -0.08
C  -2.727  -2.691  3.384  0.02
C  -2.216  -1.524  3.927  -0.03
C  -1.332  -0.770  3.172  -0.15
N  -0.922  -1.136  1.962  0.01
C  -1.376  -2.282  1.465  -0.14
H  -2.935  -4.765  -2.198  0.09
H  -2.414  -6.458  -0.658  0.14
H  -4.025  -6.095  0.035  0.13
H  -1.921  -4.062  -0.231  0.09
H  -3.443  -3.303  3.914  0.12
H  -2.515  -1.189  4.909  0.11
H  -0.920  0.158  3.548  0.10
H  -0.946  -2.559  0.515  0.08
F  -0.341  -3.869  -1.326  0.12
B  0.318  -2.897  -2.072  -1.38
F  1.493  -3.394  -2.570  0.16
F  -0.501  -2.428  -3.060  0.17
F  0.626  -1.837  -1.168  -0.01

***

Top of the stability list: P, leading by 22.2 kJ/mol.

***

P:
Entry from the OMol25 dataset: a cluster of 4 separate species, CH10N2O3 in total (the ωB97M-V functional and the def2-TZVPD basis).

HOMO-LUMO gap: 0.3721 hartree
spin multiplicity: 1
HOMO energy: -9.34 eV

Last column: Löwdin charge in e.
Cartesian coordinates (Å):
H  -0.235  -0.821  -2.216  -0.01
N  -0.515  0.014  -1.879  0.05
C  0.356  0.644  -1.109  -0.34
N  0.015  1.705  -0.305  0.10
H  1.373  0.317  -1.202  0.12
H  0.595  1.914  0.513  0.08
H  -0.848  2.221  -0.408  0.10
O  0.526  -1.599  0.601  -0.06
H  -0.301  -1.366  0.186  -0.02
H  0.343  -2.374  1.164  0.07
O  -2.311  -0.860  0.206  -0.03
H  -2.143  -0.425  -0.608  -0.02
H  -3.127  -0.572  0.515  0.01
O  2.060  0.831  1.558  -0.09
H  2.501  0.153  2.114  0.06
H  1.710  0.218  0.870  -0.01

***

Q:
Entry from the OMol25 dataset: a cluster of 4 separate species, CH10N2O3 in total (the ωB97M-V functional and the def2-TZVPD basis).

HOMO-LUMO gap: 0.3779 hartree
spin multiplicity: 1
HOMO energy: -9.59 eV

Last column: Löwdin charge in e.
Cartesian coordinates (Å):
H  1.436  0.132  3.457  0.03
N  0.860  -0.290  2.737  0.05
C  0.919  0.630  1.840  -0.38
N  0.344  0.600  0.604  0.09
H  1.518  1.534  1.985  0.12
H  0.035  1.437  0.144  0.06
H  -0.282  -0.168  0.429  0.08
O  -1.113  -0.652  -2.781  -0.05
H  -0.257  -1.085  -2.811  0.04
H  -1.692  -1.326  -2.418  0.04
O  0.562  -2.694  0.393  -0.08
H  0.606  -1.953  1.011  -0.03
H  1.252  -3.247  0.799  0.05
O  -1.281  2.538  -1.475  -0.04
H  -1.461  2.934  -2.313  0.03
H  -1.447  1.608  -1.601  0.00

***

Top of the stability list: Q, leading by 27.5 kJ/mol.

***

P:
Entry from the OMol25 dataset: an isolated molecule of C2H5NO (the ωB97M-V functional and the def2-TZVPD basis).

HOMO-LUMO gap: 0.4079 hartree
spin multiplicity: 1
HOMO energy: -9.99 eV

Last column: Löwdin charge in e.
Cartesian coordinates (Å):
C  -1.057  0.220  0.142  0.00
C  0.528  0.340  -0.345  -0.44
N  1.393  -0.757  -0.160  0.03
O  1.533  0.483  0.491  -0.03
H  -1.673  -0.380  -0.568  0.08
H  -1.400  1.203  0.403  0.05
H  -1.008  -0.488  0.943  0.04
H  0.750  0.785  -1.415  0.16
H  0.935  -1.406  0.510  0.10

***

Q:
Entry from the OMol25 dataset: an isolated molecule of C2H5NO (the ωB97M-V functional and the def2-TZVPD basis).

HOMO-LUMO gap (spin up / spin down): 0.3650 / 0.2835 hartree
spin multiplicity: 1
HOMO energy (spin up / spin down): -9.24 / -8.09 eV

Last column: Löwdin charge in e.
Cartesian coordinates (Å):
C  -0.347  1.504  0.519  0.18
N  -0.547  -0.279  0.720  -0.31
C  0.130  -1.274  -0.043  -0.07
O  -1.142  -0.615  1.750  -0.06
H  -1.130  2.012  1.028  0.00
H  -0.059  1.673  -0.501  -0.01
H  -0.530  -2.148  -0.030  0.10
H  1.069  -1.565  0.436  0.09
H  0.313  -0.947  -1.061  0.08

***

Top of the stability list: P, leading by 191.7 kJ/mol.